Entry from the Open Molecules 2025 dataset: a cluster of 5 separate species, C31H58BO9 in total at a distorted geometry (ωB97M-V/def2-TZVPD).

**Net charge**: -1
**E**: -52187.623 eV

XYZ file:
```
99
C31H58BO9 | the Open Molecules 2025 dataset | ωB97M-V/def2-TZVPD
C -2.492 -1.790 -3.100
C -0.996 -1.781 -2.352
C -0.023 -0.841 -3.300
C 1.440 -0.747 -2.561
C 2.384 -2.068 -2.858
C 2.957 -2.788 -1.489
C 3.108 -4.443 -1.676
C 2.198 -5.252 -0.576
C 2.947 -5.563 0.849
C 3.814 -4.286 1.451
C 2.669 -3.261 2.111
C 3.178 -1.707 2.198
C 2.098 -0.585 1.689
C 0.524 -0.955 1.960
C -0.434 0.318 2.344
B -0.071 0.919 3.865
O 0.944 2.011 3.797
H -2.676 -2.874 -3.506
H -2.479 -1.025 -3.997
H -3.276 -1.476 -2.278
H -0.574 -2.858 -2.173
H -1.038 -1.252 -1.290
H -0.499 0.242 -3.284
H 0.042 -1.227 -4.411
H 1.246 -0.575 -1.417
H 1.985 0.215 -2.994
H 1.863 -2.857 -3.576
H 3.345 -1.680 -3.450
H 4.045 -2.368 -1.272
H 2.227 -2.574 -0.577
H 4.248 -4.777 -1.621
H 2.715 -4.764 -2.751
H 1.169 -4.672 -0.471
H 1.930 -6.312 -1.054
H 2.080 -5.817 1.630
H 3.594 -6.534 0.754
H 4.485 -3.750 0.654
H 4.443 -4.693 2.352
H 1.698 -3.439 1.483
H 2.517 -3.662 3.224
H 3.520 -1.432 3.302
H 4.167 -1.642 1.533
H 2.252 -0.429 0.531
H 2.413 0.440 2.212
H 0.112 -1.419 0.940
H 0.370 -1.797 2.770
H -0.497 1.151 1.524
H -1.537 -0.118 2.453
H 0.393 0.010 4.486
H -1.053 1.243 4.437
H 1.815 1.538 4.047
O -5.684 -1.082 -3.146
C -6.099 -2.225 -3.047
O -5.806 -3.230 -3.924
C -6.545 -4.396 -3.564
C -6.886 -4.217 -2.108
C -7.032 -2.722 -1.984
H -7.437 -4.453 -4.196
H -5.933 -5.287 -3.733
H -7.778 -4.771 -1.804
H -6.049 -4.557 -1.486
H -8.048 -2.391 -2.218
H -6.728 -2.369 -0.996
O 3.887 7.785 3.359
C 3.116 6.844 3.264
O 3.315 5.624 3.843
C 2.275 4.736 3.434
C 1.136 5.626 3.012
C 1.847 6.837 2.465
H 2.647 4.118 2.610
H 1.997 4.085 4.268
H 0.463 5.152 2.292
H 0.544 5.913 3.890
H 2.093 6.722 1.406
H 1.272 7.750 2.632
O -1.818 4.327 1.674
C -2.668 3.517 1.344
O -2.400 2.324 0.736
C -3.629 1.685 0.396
C -4.660 2.293 1.311
C -4.147 3.698 1.498
H -3.844 1.881 -0.660
H -3.537 0.605 0.545
H -5.674 2.247 0.907
H -4.655 1.769 2.275
H -4.509 4.371 0.716
H -4.396 4.087 2.489
O 2.700 2.471 -3.934
C 2.570 2.891 -2.796
O 1.532 2.568 -1.970
C 1.643 3.321 -0.763
C 3.094 3.715 -0.671
C 3.488 3.864 -2.119
H 0.980 4.190 -0.831
H 1.333 2.705 0.086
H 3.258 4.619 -0.078
H 3.671 2.901 -0.215
H 3.283 4.870 -2.495
H 4.534 3.595 -2.279
```